1.
The following is a DFT calculation (ωB97M-V with the def2-TZVPD basis set) of 2 unconnected molecules or ions with the total composition C2HBrCl2F2 in a non-equilibrium geometry.

Summary:
Strongest force on any atom in eV Å⁻¹: 3.19
Orbital gap (alpha / beta) in eV: 8.824 / 8.659
Relative energy (zero: lowest compared OMol25 entry of this formula, charge and spin) in kcal per mole: 109.0
Electronic energy in hartree: -3770.769924
Charge: 0

Geometry as XYZ:
```
8
Properties=species:S:1:pos:R:3:forces:R:3:nbo_charge:R:1
C 2.071351 0.120183 0.421451 0.12 0.61 0.78 -0.2557
C 2.111350 1.262078 -0.499459 -1.02 1.34 -2.71 0.5886
F 1.690284 0.833460 -1.773979 0.59 0.54 1.53 -0.3366
F 3.329927 1.824759 -0.738175 -0.66 -0.50 0.68 -0.3134
Cl 2.137622 0.528309 2.080334 0.09 -0.57 -0.36 0.1139
Cl 0.957960 2.582100 -0.007139 0.88 -0.50 -0.23 -0.0173
Br 2.733516 -1.433483 -0.266333 0.21 -0.66 0.20 0.2233
H -0.405727 0.508258 -0.734081 -0.21 -0.26 0.11 -0.0029
```
Forces are in eV/Å.


2.
The following is a DFT calculation (ωB97M-V with the def2-TZVPD basis set) of a single C4H7NO molecule.

Summary:
SMILES string: NC(=O)C1CC1
Strongest force on any atom in eV Å⁻¹: 0.65
Orbital gap in eV: 10.797
Relative energy (zero: lowest compared OMol25 entry of this formula, charge and spin) in kcal per mole: 18.7
Electronic energy in hartree: -286.601921
Charge: 0

Geometry as XYZ:
```
13
Properties=species:S:1:pos:R:3:forces:R:3:nbo_charge:R:1
N 2.091613 -0.286224 -0.204294 0.40 0.40 -0.13 -0.8241
C 1.067256 0.590843 0.009665 -0.28 -0.13 -0.08 0.6766
O 1.131897 1.793370 -0.176240 0.08 -0.65 -0.02 -0.6047
C -0.159061 -0.139830 0.496363 0.09 0.12 0.22 -0.3494
C -1.210267 -0.561979 -0.501395 -0.08 -0.16 -0.25 -0.4038
C -1.473754 0.559068 0.454368 -0.05 0.16 0.13 -0.4049
H 1.917884 -1.272052 -0.171598 -0.06 -0.07 0.00 0.3917
H 2.932680 0.024757 -0.663175 -0.07 0.09 0.09 0.4000
H 0.038119 -0.833840 1.311065 -0.07 0.10 -0.13 0.2257
H -1.070822 -0.316867 -1.551895 0.07 0.00 0.22 0.2200
H -1.683447 -1.525233 -0.328676 0.03 0.21 -0.02 0.2149
H -2.164242 0.402883 1.275568 0.06 0.05 -0.13 0.2173
H -1.417855 1.565108 0.050248 -0.13 -0.12 0.10 0.2407
```
Forces are in eV/Å.


3.
The following is a DFT calculation (ωB97M-V with the def2-TZVPD basis set) of a molecular structure, C21H34Cl3N2OOsP in a non-equilibrium geometry.

Summary:
Strongest force on any atom in eV Å⁻¹: 1.65
Orbital gap in eV: 6.257
Relative energy (zero: lowest compared OMol25 entry of this formula, charge and spin) in kcal per mole: 21.1
Electronic energy in hartree: -2817.337210
Charge: +2

Geometry as XYZ:
```
63
Properties=species:S:1:pos:R:3:forces:R:3:nbo_charge:R:1
Os 1.303901 -0.464072 -0.129659 0.40 -1.15 0.43 1.2383
Cl 7.613414 1.592505 2.366445 -0.09 0.00 -0.05 0.0927
C 6.157093 1.314897 1.496148 0.07 0.06 -0.04 -0.0162
C 5.277781 0.339444 1.931157 -0.04 -0.13 0.08 -0.2337
C 4.116712 0.168839 1.203734 0.20 -0.41 0.48 -0.0998
Cl 2.957219 -1.064633 1.674198 -0.55 0.34 0.05 0.1453
C 3.793480 0.885865 0.084889 -0.09 -0.09 -0.70 0.2521
O 2.634302 0.701396 -0.620333 0.84 1.40 0.18 -0.5553
C 4.705642 1.845301 -0.344602 0.06 0.31 -0.28 -0.0643
Cl 4.356955 2.754025 -1.765142 0.04 -0.06 0.12 0.0871
C 5.872433 2.067891 0.361221 0.04 0.04 0.00 -0.2122
H 5.494587 -0.258161 2.805598 -0.02 0.01 0.00 0.2627
H 6.560690 2.830959 0.025345 0.01 -0.02 0.00 0.2690
C -1.056582 -2.745111 0.070418 -0.05 -0.13 -0.09 -0.5459
C -0.269856 -3.764446 -0.770054 0.17 0.13 -0.18 -0.3497
C 0.806501 -4.363669 0.143280 -0.05 -0.06 0.03 -0.6192
C -1.194346 -4.885236 -1.271372 -0.01 0.01 0.08 -0.6248
P 0.565208 -2.893563 -2.214134 -0.21 -0.35 0.26 1.8534
N 1.135516 -1.481967 -1.492999 -0.55 -0.15 -0.60 -0.8773
C -0.616482 -2.320991 -3.549654 0.19 0.17 0.12 -0.3391
C -1.940700 -1.869851 -2.919218 -0.03 0.05 -0.06 -0.6212
C -0.015271 -1.080402 -4.241431 0.03 -0.04 -0.07 -0.6234
C -0.882450 -3.436125 -4.569080 -0.09 0.00 0.02 -0.6260
C 2.084604 -3.785072 -2.845540 -0.05 0.34 0.07 -0.3381
C 2.575488 -3.032838 -4.095819 0.04 -0.06 0.00 -0.6223
C 1.748156 -5.241607 -3.186581 0.08 0.01 -0.06 -0.6277
C 3.219175 -3.704023 -1.802485 0.03 -0.08 -0.05 -0.6196
H -1.357400 -3.227249 1.001758 0.03 0.01 0.00 0.2538
H -1.944782 -2.356422 -0.412334 -0.02 0.06 -0.03 0.2442
H -0.435642 -1.878049 0.375472 0.04 0.01 0.13 0.1322
H 0.304417 -4.839678 0.987724 -0.01 0.04 0.01 0.2447
H 1.484467 -3.603631 0.536309 0.01 -0.01 0.00 0.2113
H 1.390814 -5.130907 -0.352637 -0.02 -0.04 0.02 0.2269
H -1.755204 -5.280168 -0.422224 0.03 -0.02 0.01 0.2461
H -0.624360 -5.708765 -1.697797 0.00 0.01 -0.01 0.2352
H -1.916802 -4.552569 -2.010698 -0.04 0.02 0.02 0.2227
H -1.800349 -1.046330 -2.217222 0.01 -0.01 0.01 0.2157
H -2.495588 -2.671731 -2.441505 -0.01 -0.02 0.02 0.2170
H -2.565723 -1.493386 -3.730825 0.01 0.01 0.01 0.2515
H 0.263621 -0.307683 -3.527646 -0.04 0.03 0.01 0.2270
H -0.786242 -0.665595 -4.892503 0.00 -0.04 -0.01 0.2441
H 0.848472 -1.305393 -4.857747 -0.02 0.00 -0.02 0.2311
H -1.384127 -4.297082 -4.127964 0.00 -0.01 0.00 0.2247
H 0.013690 -3.779746 -5.077066 0.01 0.03 -0.02 0.2234
H -1.546581 -3.027336 -5.332973 -0.01 0.00 0.03 0.2511
H 1.888618 -3.096793 -4.933950 0.00 -0.01 -0.01 0.2209
H 3.510257 -3.498934 -4.410686 -0.01 -0.01 0.02 0.2473
H 2.786324 -1.983574 -3.882392 0.02 -0.02 0.00 0.2271
H 0.920408 -5.334468 -3.886992 0.00 -0.01 0.00 0.2293
H 1.526397 -5.838214 -2.304433 0.01 -0.01 0.01 0.2188
H 2.625813 -5.681703 -3.664387 0.00 0.01 0.02 0.2529
H 3.275796 -2.730930 -1.315312 0.03 0.01 -0.03 0.2158
H 4.161517 -3.849262 -2.332478 -0.02 -0.03 0.01 0.2467
H 3.156061 -4.475841 -1.042913 -0.01 0.01 0.02 0.2266
C 0.029567 3.629098 3.113590 0.02 -0.06 -0.03 -0.5882
C -0.923461 2.486854 2.716642 0.05 0.01 -0.04 -0.5349
C -0.256359 1.525682 1.847254 -0.03 0.13 0.15 0.5974
N 0.307706 0.797069 1.163652 -0.40 -0.20 0.02 -0.5276
H -0.524547 4.336549 3.725225 0.01 0.00 0.00 0.2546
H 0.407853 4.148609 2.235661 -0.02 0.02 0.00 0.2308
H 0.869093 3.251371 3.693982 -0.01 0.01 0.00 0.2281
H -1.795308 2.864869 2.179840 0.01 -0.01 -0.05 0.2840
H -1.284155 1.949184 3.594934 0.01 -0.05 0.00 0.2827
```
Forces are in eV/Å.


4.
The following is a DFT calculation (ωB97M-V with the def2-TZVPD basis set) of a molecular structure, C4H7NO in a non-equilibrium geometry.

Summary:
Strongest force on any atom in eV Å⁻¹: 2.44
Orbital gap in eV: 8.893
Relative energy (zero: lowest compared OMol25 entry of this formula, charge and spin) in kcal per mole: 98.3
Electronic energy in hartree: -286.475005
Charge: 0

Geometry as XYZ:
```
13
Properties=species:S:1:pos:R:3:forces:R:3:nbo_charge:R:1
C -0.985479 0.850730 -0.895507 -0.09 0.16 -0.28 -0.6597
C 0.287442 0.222465 -0.431469 0.38 0.36 -1.66 0.2067
C 0.412154 -1.216878 -0.150072 0.32 0.56 1.95 -0.5460
N 1.362818 0.924533 -0.355175 -0.46 0.39 0.18 -0.6224
C 0.012144 -0.329638 1.466503 1.14 -1.79 1.21 0.4578
O 0.717871 0.036252 2.344998 -0.36 -0.23 -0.66 -0.4818
H -0.988740 1.914242 -0.655632 -0.01 -0.07 -0.12 0.2384
H -0.958470 0.714682 -1.976573 -0.33 0.16 -0.16 0.2434
H -1.901156 0.376511 -0.521965 0.34 -0.03 -0.03 0.2149
H -0.268047 -1.995834 0.148677 -1.13 0.18 -0.96 0.2272
H 1.309055 -1.629753 -0.671992 -0.18 0.37 1.52 0.2388
H 2.110511 0.418191 0.139417 -0.21 -0.01 -0.59 0.3367
H -1.110646 -0.315272 1.530091 0.60 -0.05 -0.41 0.1459
```
Forces are in eV/Å.


5.
The following is a DFT calculation (ωB97M-V with the def2-TZVPD basis set) of a single C9H21NO2 molecule in a non-equilibrium geometry.

Summary:
SMILES string: CCN(CC)COOC(C)(C)C
Strongest force on any atom in eV Å⁻¹: 1.82
Orbital gap in eV: 9.173
Relative energy (zero: lowest compared OMol25 entry of this formula, charge and spin) in kcal per mole: 34.6
Electronic energy in hartree: -560.643097
Charge: 0

Geometry as XYZ:
```
33
Properties=species:S:1:pos:R:3:forces:R:3:nbo_charge:R:1
C -0.364300 -1.798888 2.042322 -0.61 -0.76 -0.89 -0.6339
C 0.894083 -0.973427 2.051457 1.72 -0.56 0.18 -0.1995
N 1.682001 -0.923472 0.805456 -0.38 0.39 0.81 -0.4811
C 2.230878 -2.131076 0.203238 -0.20 0.14 1.26 -0.2046
C 1.357478 -2.748274 -0.839854 -0.19 -0.53 -0.97 -0.6247
C 1.582924 0.248314 0.041376 1.12 0.16 0.05 0.0822
O 0.550213 0.284024 -0.926353 -0.43 0.11 -0.86 -0.3166
O -0.720322 0.452860 -0.268058 0.24 0.17 0.15 -0.3010
C -1.338029 1.663359 -0.786498 0.01 -0.41 0.47 0.2416
C -2.622080 1.781834 0.039527 -0.05 -0.04 -0.80 -0.6176
C -1.576873 1.472592 -2.261483 -0.25 -0.52 -0.81 -0.6441
C -0.460191 2.861536 -0.506312 0.50 0.09 0.88 -0.6394
H -1.047852 -1.477670 1.209292 0.53 -0.16 0.94 0.2291
H -0.853891 -1.708300 3.020425 -0.08 -0.10 -0.29 0.2105
H -0.135509 -2.876515 1.855580 -0.15 0.72 0.28 0.1983
H 0.678697 0.037529 2.366512 -0.18 0.43 -0.27 0.1975
H 1.600235 -1.321266 2.848579 -0.59 -0.16 -0.38 0.1772
H 2.432798 -2.843332 1.030287 -0.15 0.28 -0.38 0.1935
H 3.189452 -1.890370 -0.219661 0.64 0.22 -0.24 0.1868
H 1.179366 -2.081317 -1.688066 0.12 -0.04 0.15 0.2185
H 1.742147 -3.695624 -1.224608 0.32 0.08 -0.01 0.2032
H 0.404445 -2.992984 -0.428369 -0.86 -0.04 0.33 0.2063
H 1.453370 1.112423 0.706402 0.09 -0.13 -0.11 0.1752
H 2.536521 0.382075 -0.562344 -1.15 -0.10 0.36 0.1841
H -3.145914 2.690746 -0.279265 -0.08 -0.27 -0.03 0.2142
H -2.375662 1.914466 1.076067 0.12 -0.08 0.59 0.2146
H -3.270848 0.903938 -0.080505 0.16 0.27 -0.02 0.2207
H -2.019354 2.351866 -2.752357 0.10 -0.21 0.26 0.2107
H -0.622364 1.242738 -2.739211 -0.03 0.24 -0.04 0.2321
H -2.209956 0.586796 -2.461913 0.08 0.49 0.25 0.2175
H -0.979219 3.745087 -0.871703 0.09 0.22 0.13 0.2143
H -0.288122 2.935655 0.603820 -0.17 0.13 -1.04 0.2101
H 0.515874 2.794677 -1.003783 -0.30 -0.03 0.06 0.2243
```
Forces are in eV/Å.